# 1
{"formula": "C4HNO2", "method": "ωB97M-V with the def2-TZVPD basis set", "symbols": ["C", "C", "C", "C", "N", "O", "O", "H"], "positions_angstrom": [[-0.41, -0.59, 0.59], [1.09, 1.88, 0.22], [3.06, 0.60, -0.12], [4.08, -0.16, 0.01], [0.23, -1.22, -0.08], [2.02, 1.25, 0.02], [5.02, -0.82, 0.06], [-0.83, 0.00, 1.40]], "s_squared": 2.009, "e_above_lowest_kj_mol": 505.7, "homo_ev": [-6.445, -9.952], "energy_ha": -357.8851, "multiplicity": 3, "largest_force_ev_per_a": 10.562, "orbital_gap_ev": [6.66, 7.17], "mol_weight_g_mol": 95.06}

# 2
{"formula": "C51H58Cl2N4O3P2PbS", "method": "ωB97M-V with the def2-TZVPD basis set", "symbols": ["Pb", "C", "C", "C", "P", "C", "C", "C", "C", "C", "C", "C", "C", "C", "C", "N", "C", "C", "C", "C", "C", "C", "C", "P", "C", "C", "C", "C", "C", "C", "H", "H", "H", "H", "H", "H", "H", "H", "H", "H", "H", "H", "H", "H", "H", "H", "H", "H", "H", "H", "H", "H", "H", "H", "H", "H", "H", "H", "H", "H", "H", "H", "H", "H", "H", "H", "H", "H", "H", "H", "C", "C", "N", "C", "C", "C", "C", "C", "C", "C", "N", "C", "C", "C", "C", "C", "C", "C", "C", "N", "C", "H", "H", "H", "H", "H", "H", "H", "H", "H", "H", "H", "H", "Cl", "C", "C", "C", "C", "C", "Cl", "C", "S", "H", "H", "H", "O", "H", "H", "O", "C", "O", "H"], "positions_angstrom": [[0.88, -0.65, -0.23], [-2.83, 2.70, -1.73], [-1.67, 3.52, -2.27], [-1.79, 4.96, -1.78], [-0.08, 2.61, -1.86], [1.17, 3.35, -3.04], [0.85, 4.69, -3.71], [1.51, 2.32, -4.12], [0.38, 3.29, -0.22], [1.16, 4.44, -0.12], [1.68, 4.90, 1.08], [2.55, 6.12, 1.15], [1.40, 4.14, 2.22], [0.63, 3.01, 2.15], [0.06, 2.55, 0.94], [-0.70, 1.39, 0.86], [-1.61, 1.14, 1.85], [-2.16, 2.14, 2.69], [-2.97, 1.85, 3.77], [-3.34, 0.54, 4.07], [-4.19, 0.20, 5.26], [-2.94, -0.43, 3.16], [-2.16, -0.17, 2.04], [-1.99, -1.32, 0.64], [-3.38, -0.57, -0.36], [-3.49, -1.17, -1.76], [-4.76, -0.44, 0.27], [-2.62, -3.04, 0.99], [-1.52, -4.00, 1.44], [-3.87, -3.30, 1.84], [-3.79, 3.14, -2.03], [-2.79, 2.67, -0.64], [-2.79, 1.67, -2.09], [-1.72, 3.51, -3.37], [-1.52, 5.03, -0.73], [-2.83, 5.31, -1.89], [-1.16, 5.65, -2.33], [2.07, 3.47, -2.43], [-0.10, 4.65, -4.26], [1.63, 4.93, -4.44], [0.80, 5.51, -3.01], [0.71, 2.25, -4.86], [1.66, 1.33, -3.69], [2.43, 2.60, -4.64], [1.40, 5.00, -1.01], [2.50, 6.69, 0.22], [3.59, 5.85, 1.31], [2.24, 6.79, 1.97], [1.84, 4.42, 3.17], [0.48, 2.41, 3.04], [-1.90, 3.17, 2.51], [-3.33, 2.66, 4.39], [-3.99, 0.88, 6.09], [-3.99, -0.82, 5.60], [-5.26, 0.26, 5.03], [-3.27, -1.44, 3.32], [-2.98, 0.43, -0.47], [-3.87, -2.20, -1.73], [-2.54, -1.18, -2.26], [-4.19, -0.59, -2.37], [-5.32, -1.38, 0.21], [-5.34, 0.30, -0.29], [-4.72, -0.12, 1.31], [-2.88, -3.31, -0.05], [-1.32, -3.89, 2.51], [-0.58, -3.82, 0.92], [-1.84, -5.03, 1.26], [-3.60, -3.38, 2.90], [-4.30, -4.27, 1.56], [-4.64, -2.55, 1.74], [5.03, -2.52, 1.62], [4.12, -1.76, 0.87], [3.09, -2.27, 0.25], [2.90, -3.61, 0.26], [3.79, -4.46, 0.95], [4.85, -3.87, 1.67], [3.66, -5.87, 0.88], [2.69, -6.39, 0.07], [1.79, -5.56, -0.62], [1.81, -4.17, -0.51], [0.99, -3.27, -1.15], [-0.10, -3.64, -1.87], [-0.90, -4.78, -1.73], [-1.93, -5.09, -2.62], [-2.24, -4.29, -3.69], [-1.55, -3.06, -3.82], [-1.86, -2.12, -4.83], [-1.26, -0.90, -4.83], [-0.37, -0.59, -3.79], [-0.03, -1.45, -2.86], [-0.55, -2.70, -2.88], [5.84, -2.03, 2.14], [4.23, -0.68, 0.80], [5.52, -4.51, 2.23], [4.33, -6.50, 1.44], [2.59, -7.46, -0.04], [1.09, -6.03, -1.28], [-0.72, -5.44, -0.90], [-2.50, -6.00, -2.46], [-3.01, -4.55, -4.40], [-2.60, -2.39, -5.58], [-1.49, -0.15, -5.58], [0.05, 0.40, -3.70], [2.34, 0.33, 2.52], [3.48, 1.63, 2.33], [3.95, 2.21, 3.49], [4.82, 3.29, 3.42], [5.20, 3.77, 2.18], [4.71, 3.16, 1.03], [5.22, 3.85, -0.49], [3.84, 2.06, 1.04], [3.26, 1.35, -0.43], [3.63, 1.82, 4.44], [5.19, 3.75, 4.33], [5.86, 4.62, 2.08], [3.15, -2.19, -2.94], [2.38, -2.53, -2.46], [3.50, -1.52, -2.33], [1.84, -2.97, 3.27], [0.83, -2.32, 3.04], [0.42, -1.85, 1.93], [0.13, -2.09, 3.89]], "e_above_lowest_kj_mol": 0.0, "charge": -2, "homo_ev": -1.513, "energy_ha": -4617.2548, "largest_force_ev_per_a": 0.673, "orbital_gap_ev": 5.72, "mol_weight_g_mol": 1147.17}

# 3
{"formula": "C13H29Cl2N2OP2SeTi", "method": "ωB97M-V with the def2-TZVPD basis set", "symbols": ["C", "C", "H", "H", "H", "O", "Cl", "Ti", "P", "C", "C", "H", "H", "H", "H", "H", "H", "C", "H", "H", "H", "P", "C", "C", "H", "H", "H", "C", "H", "H", "H", "H", "H", "H", "Cl", "C", "N", "C", "C", "N", "C", "C", "Se", "H", "H", "H", "H", "H", "H", "H", "H"], "positions_angstrom": [[1.81, 0.26, -4.99], [2.10, 0.17, -3.61], [2.76, 0.28, -5.55], [1.22, 1.18, -5.18], [1.21, -0.63, -5.31], [2.43, 0.25, -2.50], [-1.98, 0.23, -3.44], [-1.51, 0.08, -1.29], [-0.52, 2.41, -0.92], [0.68, 3.08, 0.29], [0.03, 3.18, -2.47], [0.32, 4.21, -2.25], [-1.68, 4.53, -0.73], [-0.77, 3.15, -3.21], [-2.80, 3.22, -1.22], [1.66, 2.60, 0.17], [0.90, 2.63, -2.86], [-1.97, 3.48, -0.56], [0.81, 4.17, 0.14], [-2.31, 3.37, 0.48], [0.32, 2.91, 1.32], [-0.14, -1.92, -0.72], [1.20, -2.50, 0.36], [-1.51, -2.99, -0.10], [-0.62, -2.59, -2.98], [0.41, -3.79, -2.10], [1.12, -2.28, -2.76], [0.23, -2.73, -2.30], [-2.43, -2.79, -0.66], [-1.20, -4.04, -0.24], [1.35, -3.58, 0.19], [0.96, -2.35, 1.42], [-1.70, -2.79, 0.96], [2.13, -1.97, 0.13], [-3.67, -0.33, -0.68], [1.86, 0.45, 1.85], [0.99, -0.28, 2.76], [1.41, -0.85, 3.95], [0.31, -1.28, 4.61], [-0.79, -0.96, 3.83], [-2.17, -1.15, 4.24], [-0.38, -0.30, 2.70], [-1.43, 0.58, 1.43], [1.35, 0.54, 0.88], [2.80, -0.10, 1.74], [2.09, 1.45, 2.27], [2.45, -0.87, 4.22], [0.21, -1.74, 5.58], [-2.42, -2.22, 4.30], [-2.30, -0.74, 5.25], [-2.83, -0.65, 3.54]], "s_squared": 0.755, "charge": 2, "homo_ev": [-13.374, -13.381], "energy_ha": -5551.0139, "multiplicity": 2, "largest_force_ev_per_a": 5.593, "orbital_gap_ev": [5.09, 5.10], "mol_weight_g_mol": 489.07}

# 4
{"formula": "C18H18N4O4S2", "method": "ωB97M-V with the def2-TZVPD basis set", "symbols": ["C", "H", "H", "H", "O", "C", "C", "C", "C", "C", "C", "S", "C", "C", "N", "N", "C", "S", "N", "C", "C", "C", "C", "C", "C", "H", "H", "C", "H", "H", "H", "H", "H", "H", "H", "H", "H", "O", "C", "H", "H", "H", "N", "O", "O", "H"], "positions_angstrom": [[-2.07, -0.33, 1.20], [-2.02, 0.25, 1.96], [-2.66, -1.21, 1.24], [-2.34, 0.32, 0.23], [-0.80, -0.67, 0.82], [-0.57, -1.60, 0.05], [-1.56, -1.93, -0.85], [-0.99, -2.85, -2.03], [0.24, -3.50, -2.00], [1.04, -3.25, -1.00], [0.95, -2.29, 0.13], [2.14, -1.88, 1.25], [1.92, -0.09, 1.17], [1.97, 0.39, 0.06], [2.48, 0.02, -1.18], [1.95, 0.78, -1.96], [1.07, 1.76, -1.68], [0.49, 2.97, -2.49], [1.28, 1.47, -0.33], [0.44, 2.34, 0.76], [1.09, 2.85, 1.78], [0.36, 3.57, 2.93], [-0.88, 3.92, 2.53], [-1.56, 3.55, 1.42], [-0.57, 2.85, 0.22], [-1.27, 2.43, -0.64], [-2.70, 3.93, 0.92], [-1.54, 4.76, 3.44], [-1.75, 4.41, 4.52], [-1.31, 5.75, 3.50], [-2.61, 4.93, 3.12], [0.85, 3.95, 3.55], [2.10, 2.45, 2.06], [2.22, 0.65, -3.09], [1.17, 0.22, 1.99], [3.16, -0.04, 1.89], [2.14, -3.65, -1.05], [0.31, -4.61, -2.69], [1.67, -5.19, -2.86], [1.65, -5.85, -3.56], [1.63, -5.88, -1.92], [2.44, -4.51, -2.76], [-2.13, -3.11, -2.88], [-1.96, -3.84, -3.88], [-3.08, -2.57, -2.73], [-2.40, -1.64, -1.13]], "e_above_lowest_kj_mol": 2116.3, "homo_ev": -7.750, "energy_ha": -2012.2797, "largest_force_ev_per_a": 19.380, "orbital_gap_ev": 7.02, "mol_weight_g_mol": 418.50}

# 5
{"formula": "C4H13NO2S", "method": "ωB97M-V with the def2-TZVPD basis set", "symbols": ["N", "C", "C", "O", "C", "C", "S", "H", "H", "H", "H", "H", "H", "H", "H", "H", "H", "H", "O", "H", "H"], "positions_angstrom": [[-0.90, -1.37, 0.44], [0.08, -0.28, 0.55], [0.72, -0.01, 1.95], [-0.30, 0.27, 2.88], [1.16, -0.49, -0.55], [1.04, 0.49, -1.73], [1.66, 2.13, -1.18], [-0.72, -2.26, 0.88], [-1.80, -1.10, 0.82], [-0.50, 0.61, 0.28], [1.41, 0.81, 1.78], [1.27, -0.89, 2.29], [-0.29, 1.20, 3.17], [2.10, -0.24, -0.01], [1.31, -1.51, -0.88], [0.06, 0.56, -2.21], [1.65, 0.12, -2.56], [2.41, 2.52, -2.23], [-3.62, -0.44, -1.44], [-3.61, -0.42, -0.48], [-3.13, 0.32, -1.76]], "e_above_lowest_kj_mol": 84.9, "homo_ev": -9.106, "energy_ha": -763.5899, "largest_force_ev_per_a": 1.639, "orbital_gap_ev": 9.70, "smiles": "N[C@@H](CO)CCS.O", "mol_weight_g_mol": 139.22}